{
  "formula": "C3H9N2O3",
  "method": "wB97M-V/def2-TZVPD",
  "symbols": ["H", "H", "H", "O", "H", "C", "H", "H", "N", "H", "C", "O", "O", "H", "N", "H", "C"],
  "xyz": [[-1.337, 0.920, -2.156], [-0.405, -0.733, 1.955], [-0.784, 1.245, 1.040], [2.601, -0.886, 1.658], [-0.615, -0.597, -1.245], [-1.214, 0.731, 0.116], [1.415, -1.356, -0.605], [-2.209, 0.235, 0.548], [-0.397, -0.483, -0.274], [1.550, 0.480, -0.564], [1.450, -0.655, 1.312], [-0.838, 0.470, -3.021], [-1.471, 1.582, -0.871], [0.890, -1.161, 3.088], [0.511, -0.538, 2.362], [-0.223, 1.182, -3.239], [1.075, -0.437, -0.105]],
  "nbo_charge": [0.4951, 0.4053, 0.1042, -0.6545, 0.3993, 0.1338, 0.2220, 0.0530, -0.7193, 0.2090, 0.6783, -1.0725, -0.8979, 0.3821, -0.8477, 0.4445, -0.3347],
  "homo_energy_ev": -3.78,
  "total_charge": -1
}